Record 1
Molecular formula: C6H15N
Method: DFT, the ωB97M-V functional and the def2-TZVPD basis

Calculated values
multiplicity = 1
Kohn-Sham gap = 5.43 eV

CARTESIAN COORDINATES (ANGSTROEM)
C  -0.61  2.38  1.15
C  -1.91  2.51  0.37
C  0.60  2.34  0.36
N  -0.14  -0.70  0.68
C  1.12  -0.80  0.37
C  1.53  -2.04  -0.43
C  0.50  -1.93  -1.70
H  0.04  1.32  1.04
H  -0.73  2.78  2.16
H  -1.92  1.64  -0.27
H  -1.96  3.42  -0.19
H  -2.73  2.68  1.00
H  0.60  2.37  -0.72
H  1.48  2.79  0.82
H  -0.61  -4.26  0.06
H  1.86  0.01  0.30
H  -1.04  -3.87  0.63
H  0.90  -2.67  0.21
H  2.58  -2.32  -0.44
H  0.27  -2.73  -2.34
H  -0.29  -1.99  -0.99
H  0.47  -0.95  -2.06

Atomic partial charges in e from the natural (NBO) method, atoms 1 to 6:
1 C -0.17
2 C -0.64
3 C -0.40
4 N -0.66
5 C -0.03
6 C -0.48

Record 2
Molecular formula: C6H15N
Method: DFT, the ωB97M-V functional and the def2-TZVPD basis

Calculated values
multiplicity = 1
structure (SMILES) = CCN[C@@H](C)CC
Kohn-Sham gap = 9.41 eV

CARTESIAN COORDINATES (ANGSTROEM)
C  0.68  2.69  1.35
C  0.09  1.17  1.59
N  -0.80  0.61  0.56
C  -0.15  -0.55  -0.14
C  -0.50  -1.90  0.58
C  -0.43  -0.72  -1.61
C  0.87  -1.33  -2.24
H  1.51  2.84  2.18
H  -0.29  3.24  1.44
H  1.08  2.90  0.48
H  -0.38  1.30  2.62
H  0.86  0.49  1.79
H  -1.37  1.13  -0.15
H  0.96  -0.31  -0.02
H  -1.59  -1.92  0.40
H  -0.05  -2.88  0.29
H  -0.19  -1.94  1.64
H  -1.26  -1.38  -1.99
H  -0.58  0.26  -2.16
H  1.70  -0.74  -1.88
H  1.11  -2.32  -2.42
H  0.63  -1.06  -3.27

Atomic partial charges in e from the natural (NBO) method, atoms 1 to 6:
1 C -0.61
2 C -0.19
3 N -0.68
4 C -0.04
5 C -0.64
6 C -0.41

Record 3
Molecular formula: C6H15N
Method: DFT, the ωB97M-V functional and the def2-TZVPD basis

Calculated values
multiplicity = 1
structure (SMILES) = CCCNCCC
Kohn-Sham gap = 9.08 eV

CARTESIAN COORDINATES (ANGSTROEM)
C  0.89  -2.80  -0.55
C  0.06  -1.79  -1.40
C  -0.68  -0.83  -0.48
N  0.27  -0.16  0.44
C  0.56  1.03  1.24
C  -0.61  2.05  1.20
C  -0.54  2.66  -0.20
H  1.96  -2.55  -0.41
H  0.75  -3.84  -1.01
H  0.30  -2.80  0.33
H  -0.66  -2.36  -2.00
H  0.75  -1.42  -2.21
H  -1.26  -0.03  -0.96
H  -1.40  -1.41  0.10
H  0.79  -0.87  0.93
H  0.82  0.77  2.28
H  1.48  1.60  1.03
H  -0.43  2.76  2.05
H  -1.56  1.53  1.29
H  -0.53  1.83  -0.92
H  -1.33  3.37  -0.50
H  0.36  3.26  -0.22

Atomic partial charges in e from the natural (NBO) method, atoms 1 to 6:
1 C -0.62
2 C -0.41
3 C -0.20
4 N -0.70
5 C -0.18
6 C -0.41

Record 4
Molecular formula: C6H15N
Method: DFT, the ωB97M-V functional and the def2-TZVPD basis

Calculated values
multiplicity = 1
structure (SMILES) = CCN(C)C(C)C
Kohn-Sham gap = 9.31 eV

CARTESIAN COORDINATES (ANGSTROEM)
C  1.95  1.33  1.44
C  1.39  0.12  0.65
N  -0.05  0.23  0.43
C  -0.82  -0.65  1.31
C  -0.43  0.14  -0.98
C  -0.18  -1.25  -1.61
C  -1.87  0.57  -1.20
H  2.97  1.55  1.12
H  1.34  2.21  1.26
H  2.02  1.13  2.51
H  1.91  0.07  -0.30
H  1.60  -0.78  1.24
H  -0.46  -0.53  2.33
H  -1.87  -0.35  1.32
H  -0.74  -1.71  1.04
H  0.26  0.83  -1.47
H  0.65  -1.75  -1.11
H  -1.04  -1.93  -1.51
H  0.06  -1.19  -2.68
H  -2.53  -0.21  -0.83
H  -2.12  1.49  -0.68
H  -2.05  0.68  -2.27

Atomic partial charges in e from the natural (NBO) method, atoms 1 to 6:
1 C -0.62
2 C -0.22
3 N -0.46
4 C -0.42
5 C -0.03
6 C -0.65

Strongest force on any atom for every record listed, in sequence, given in eV/Å: 4.0, 6.8, 2.6, 0.8.